A 11-piece molecular cluster, C26H66F2N9O18S2 overall at a distorted geometry, computed with wB97M-V/def2-TZVPD.

Geometry as XYZ:
```
123
Properties=species:S:1:pos:R:3:forces:R:3
N -0.837645 -0.573673 -0.621411 -1.090 0.421 2.246
S 0.697977 -0.593550 -0.457716 5.249 -1.245 -1.755
O 1.249902 -1.755132 0.233651 -0.757 1.577 -0.338
O 1.334233 0.685940 -0.354519 -0.420 -1.214 -0.010
F 0.980345 -1.081473 -1.981836 -0.031 0.314 -0.185
S -1.234563 -0.356603 0.973971 -3.409 2.416 7.869
O -0.587498 0.771120 1.762684 -1.243 -4.339 -3.915
O -1.527343 -1.608276 1.714553 1.071 2.573 -3.096
F -2.729765 0.302153 0.726061 1.504 -1.050 -0.902
C 2.577673 7.135473 -2.677500 -0.587 0.097 -0.322
C 2.963673 5.889403 -1.902686 1.008 3.419 1.959
O 3.586991 5.977125 -0.878977 -1.308 -1.929 -2.355
N 2.446477 4.523951 -2.449488 0.335 -1.466 2.328
H 1.476340 4.585761 -2.723561 -0.305 0.506 -0.236
H 2.979342 4.190926 -3.240214 0.331 0.296 -0.448
C 2.523072 3.452678 -1.333576 0.578 -0.158 -0.463
H 2.346093 7.949962 -1.991162 0.314 -0.283 0.523
H 1.683907 7.118164 -3.301192 0.085 -0.673 -0.235
H 3.402747 7.519472 -3.277407 0.208 -0.312 -0.070
H 1.943257 3.761331 -0.463728 -0.070 0.262 0.011
H 3.561577 3.289689 -1.045375 0.015 0.683 0.033
H 2.221462 2.479509 -1.720981 -0.527 0.346 -0.233
C 4.028996 -1.900911 4.235966 0.146 0.637 -0.497
C 3.332200 -1.007597 3.182861 -2.489 -1.733 1.729
O 2.145175 -1.124516 2.949603 2.793 0.662 -0.287
N 4.130250 0.097231 2.487049 -1.416 -1.036 0.905
H 4.971411 0.161817 3.042359 0.643 0.534 -0.082
H 4.331776 -0.306924 1.583634 0.484 0.192 -0.315
C 3.310487 1.372953 2.366669 -0.356 0.068 -0.537
H 3.258265 -2.213269 4.940602 0.013 -0.048 -0.212
H 4.848897 -1.468790 4.809664 -0.103 0.603 -0.119
H 4.498744 -2.771107 3.777505 -0.309 -0.087 -0.230
H 2.281354 1.199742 2.681305 0.241 0.026 0.626
H 3.161184 1.526595 1.297935 0.577 0.629 0.180
H 3.817677 2.147765 2.941577 -0.307 0.115 -0.408
C 1.932577 -4.728270 1.305321 -0.141 -0.427 -1.226
C 3.262156 -4.068839 0.878798 0.722 0.115 5.909
O 4.118057 -3.825796 1.738730 -2.157 -0.352 -4.212
N 3.388126 -3.616917 -0.550130 0.658 -1.756 0.572
H 2.531976 -3.975058 -0.948692 -0.518 0.482 -0.471
H 3.409293 -2.607155 -0.544982 -0.024 0.404 -0.266
C 4.523610 -4.341951 -1.277540 -0.387 -0.261 -0.510
H 1.659491 -5.582235 0.685418 0.506 -0.389 -0.321
H 1.045489 -4.116492 1.141344 0.330 0.791 0.090
H 1.884689 -5.112500 2.324234 0.724 0.409 0.008
H 5.485336 -3.839234 -1.175231 -0.271 -0.106 0.196
H 4.199697 -4.451336 -2.312530 0.262 0.480 -0.107
H 4.533086 -5.378975 -0.941998 0.280 0.183 0.508
C -1.290951 -2.678159 4.570054 -0.234 -1.426 -0.287
C -2.617921 -3.397303 4.488215 0.707 -2.288 5.198
O -2.872711 -4.365150 5.248917 -0.105 3.878 -4.343
N -3.625438 -2.652057 3.677387 -0.079 -2.096 -0.673
H -4.409202 -2.426092 4.273000 -1.015 -0.705 0.232
H -3.341676 -1.711894 3.441430 1.279 1.461 -0.026
C -3.947523 -3.380021 2.355383 -0.954 0.471 1.543
H -0.743377 -3.030847 3.696053 0.267 0.634 -0.353
H -0.763084 -3.144412 5.401955 -0.159 0.415 0.197
H -1.412263 -1.597000 4.637071 0.171 -0.058 -0.128
H -4.453779 -2.564917 1.838265 0.188 -0.611 -0.793
H -4.620592 -4.212946 2.558649 -0.095 0.218 0.064
H -3.044031 -3.810385 1.923444 0.011 0.655 0.019
C -1.460497 2.261735 -4.446888 0.075 -0.152 0.087
C -0.845141 1.713710 -3.202071 2.143 1.464 -0.908
O 0.356767 1.478235 -3.100496 -3.347 -0.051 0.581
N -1.766417 1.660039 -1.981073 2.727 0.002 -1.122
H -2.728709 1.460722 -2.214240 -0.620 0.911 -0.113
H -1.411038 0.805795 -1.576018 0.182 -0.588 1.247
C -1.432407 2.829273 -1.044931 -1.459 0.268 0.520
H -0.703009 2.830724 -4.985920 -0.024 -0.086 -0.003
H -2.338857 2.889014 -4.294838 -0.062 -0.179 0.101
H -1.712683 1.403934 -5.070325 -0.276 0.006 -0.273
H -2.014453 2.619640 -0.147503 0.182 0.295 0.130
H -1.802523 3.747478 -1.501009 0.084 -0.069 -0.002
H -0.384161 2.914569 -0.758566 0.005 -0.524 -0.371
C -6.554419 1.090684 2.438092 -0.081 -1.230 0.301
C -6.448643 2.514851 2.124929 -4.468 2.708 -0.826
O -7.334100 3.099828 1.489994 3.568 -1.229 1.654
N -5.343304 3.291488 2.779272 0.290 -1.052 -1.640
H -5.615171 4.049351 3.389041 -0.556 0.880 -0.333
H -4.875389 2.662619 3.416209 1.282 -1.084 1.339
C -4.346609 3.619723 1.709945 0.472 1.175 0.162
H -7.612978 0.832279 2.410075 0.040 0.080 -0.294
H -6.202531 0.782067 3.422480 0.445 0.291 -0.074
H -6.040015 0.522934 1.662749 0.097 -0.198 0.063
H -3.509045 4.172050 2.136006 -0.150 0.116 0.169
H -4.845949 4.219002 0.948607 0.043 -0.125 0.050
H -3.881646 2.724070 1.297971 -0.548 -0.302 0.208
C 5.698909 -0.686669 -5.510759 -0.320 -0.447 1.329
C 4.277812 -0.552948 -6.004227 2.053 -0.187 -5.134
O 4.048885 -0.520811 -7.201945 -0.924 0.140 4.053
N 3.153836 -0.594785 -4.946163 0.184 -0.820 -1.576
H 3.514672 -0.089087 -4.149815 -0.115 -0.100 0.624
H 2.352711 -0.099247 -5.310499 -0.373 0.256 -0.369
C 2.816121 -2.057631 -4.662141 0.396 0.704 1.498
H 6.280257 -1.447964 -6.030929 -0.539 -0.167 -0.467
H 5.679545 -1.008880 -4.469653 0.310 0.232 0.283
H 6.326822 0.197572 -5.620032 -0.465 0.402 0.025
H 2.718750 -2.714518 -5.526498 0.132 0.618 -0.261
H 1.919739 -2.057696 -4.041979 -0.017 -0.055 -0.235
H 3.652220 -2.343720 -4.024018 -0.069 -0.562 -0.222
C -1.500877 -3.991674 -1.045218 -0.076 -0.170 -0.221
C -2.823031 -3.298226 -1.206833 -1.190 -1.982 1.213
O -3.877710 -3.730475 -0.817189 1.871 1.817 -1.150
N -2.746406 -1.989961 -2.006585 -1.091 -0.712 -1.916
H -3.647347 -1.540726 -1.925450 -0.903 -0.179 -0.060
H -2.122774 -1.323343 -1.574366 1.109 -0.166 0.373
C -2.431773 -2.150345 -3.551016 0.191 -0.353 1.429
H -0.697437 -3.327744 -0.726163 -0.058 0.071 -0.093
H -1.268887 -4.463965 -1.999799 0.227 0.161 -0.265
H -1.587311 -4.845838 -0.373638 -0.294 0.293 0.216
H -1.566299 -2.804010 -3.659456 -0.026 0.136 0.206
H -2.180348 -1.158412 -3.926465 -0.351 -0.157 -0.090
H -3.275390 -2.641733 -4.035742 -0.103 0.396 0.084
O -2.608870 0.523045 5.724803 0.739 -0.865 -0.855
C -3.109619 0.904255 4.528416 -2.204 1.426 1.655
O -3.704603 2.012882 4.643919 -0.139 0.476 -1.482
O -3.150354 0.148990 3.559993 0.683 -1.808 -1.610
H -2.912375 1.319194 6.167106 0.314 0.242 1.433
O -1.060868 3.657579 2.290487 -2.795 0.211 -1.326
C 0.161434 4.176360 2.078717 3.430 1.733 0.408
O 0.392267 5.237445 1.443451 -1.928 -1.179 -0.764
O 1.056030 3.537388 2.659927 1.169 -1.785 0.122
H -0.930508 2.768894 2.629384 0.294 0.130 0.514
```
Positions in Å, forces in eV/Å.

LUMO level: -12.514 eV
relative energy (zero: lowest compared OMol25 entry of this formula, charge and spin): 437.3 kJ/mol
Kohn-Sham gap: 0.1410 hartree
total charge: +5
molar mass: 894.99 g/mol

A 12-piece molecular cluster, C26H67Br2N2O13 overall at a distorted geometry, computed with wB97M-V/def2-TZVPD.

Geometry as XYZ:
```
110
Properties=species:S:1:pos:R:3:forces:R:3
C -0.004023 0.798785 -0.863803 0.611 -1.338 -1.139
C 0.475760 -0.787235 -0.638434 0.546 0.663 -0.493
C 1.962705 -0.862561 0.112018 -0.424 1.050 0.750
C 3.226469 -0.588280 -0.891040 1.949 0.589 -1.575
C 3.724253 -1.722292 -1.975302 1.086 3.343 0.209
C 3.076748 -3.211134 -2.197134 2.334 -0.136 0.506
Br 1.593096 -3.241492 -3.599924 1.107 0.238 1.345
C 2.683705 -4.023791 -0.828561 -1.960 -0.991 -0.962
C 2.505161 -5.612167 -1.199842 0.616 -0.193 0.374
Br 4.166941 -3.922698 0.546869 -1.139 0.200 -1.168
N 4.891932 -1.363296 -2.918763 -0.952 2.637 2.493
C 5.652195 -0.061151 -2.901941 -2.326 0.291 2.448
C 5.301875 1.139340 -1.843460 -1.806 -3.090 -0.237
C 6.219276 2.497863 -1.870633 -0.005 -0.567 1.189
C 5.393093 3.896041 -2.086523 0.294 0.391 -1.057
C 4.439172 3.920960 -3.437589 0.318 0.729 0.440
N 4.076422 5.405763 -3.647623 -0.806 -1.017 1.063
C 4.029986 0.875634 -0.815846 1.250 -2.268 -2.926
C 3.682429 2.080540 0.239825 3.087 3.240 4.656
O 4.651669 2.637051 0.996559 -5.819 -4.038 -5.280
O 2.309959 2.631664 0.453739 2.948 -2.748 0.427
H 0.920558 1.327373 -1.377404 -1.952 -0.774 1.259
H -0.365603 1.314658 0.121425 0.703 -1.029 -2.122
H -0.839554 0.738773 -1.708090 1.527 0.392 2.118
H 0.631974 -1.213652 -1.716167 -0.599 0.491 2.043
H -0.321957 -1.411880 -0.036306 1.761 1.194 -1.287
H 1.929866 0.026481 0.908936 0.396 -2.133 -1.950
H 2.076525 -1.842518 0.783778 0.095 2.160 -1.840
H 3.936880 -3.866068 -2.707421 -1.875 1.527 1.114
H 1.647810 -3.671351 -0.354049 2.560 -0.381 -1.026
H 2.104209 -6.191324 -0.247831 0.825 1.312 -2.061
H 1.800318 -5.811799 -2.117252 1.299 0.639 1.883
H 3.575445 -6.027626 -1.445437 -2.113 0.685 0.415
H 5.197479 -2.080821 -3.643254 -0.646 1.254 1.376
H 6.533915 0.081047 -3.692170 -2.262 -0.544 1.937
H 7.090450 2.316159 -2.639724 -1.960 0.510 1.281
H 6.749221 2.581300 -0.804417 -1.233 -0.393 -2.260
H 6.214691 4.749288 -2.236624 -1.807 -1.939 0.321
H 4.762893 4.245405 -1.147643 1.293 -1.144 -1.945
H 5.052228 3.590632 -4.389849 -1.180 0.359 1.996
H 3.464286 3.258126 -3.327157 2.088 1.139 -0.118
H 4.253548 5.945285 -2.747782 -0.554 -0.929 -1.562
H 3.056980 5.489079 -3.923622 1.763 -0.022 0.669
H 2.055915 2.442264 1.425840 0.888 0.532 -1.957
C -1.306979 -4.508099 0.904228 -0.219 -0.285 0.062
O -1.715308 -3.450332 0.056439 -0.349 0.350 -0.669
H -0.721091 -4.096261 1.729118 -0.162 -0.003 -0.112
H -2.187752 -5.016683 1.303883 0.342 -0.128 0.155
H -0.691487 -5.212342 0.339018 0.059 -0.193 0.174
H -2.232658 -3.846102 -0.665525 0.295 0.327 0.336
C -2.523542 0.064529 2.329290 -0.063 -0.555 0.014
O -2.548697 0.431586 0.962181 0.135 -0.018 -0.441
H -2.493236 0.969948 2.939714 -0.006 -0.093 -0.066
H -3.423950 -0.505511 2.571082 0.214 0.125 0.214
H -1.633608 -0.537268 2.529559 0.117 -0.010 0.240
H -2.575317 -0.391784 0.445585 -0.264 0.425 0.249
C 6.803471 7.439337 -0.151860 0.086 0.054 0.218
O 5.729805 6.686519 -0.685579 -0.464 -0.495 0.084
H 7.151319 8.147171 -0.907699 -0.142 -0.164 0.076
H 6.462146 7.988539 0.729059 0.238 0.110 -0.003
H 7.621650 6.767368 0.118859 0.156 0.198 0.065
H 5.442482 6.067600 0.007170 0.107 0.385 -0.378
C -6.100817 -2.018442 0.771211 -0.251 -0.078 -0.028
O -4.707915 -1.863182 0.971380 0.696 -0.404 0.017
H -6.590624 -1.053159 0.918311 0.223 -0.101 0.011
H -6.286780 -2.367626 -0.247431 -0.252 -0.004 0.032
H -6.495416 -2.738462 1.492399 -0.256 0.053 -0.201
H -4.300461 -2.735368 0.834304 -0.091 0.500 0.081
C 0.216476 -0.890505 -7.059280 0.078 -0.072 0.147
O -0.060247 -2.259352 -7.291729 0.127 -0.509 0.274
H -0.259043 -0.294157 -7.841309 0.055 -0.194 0.109
H -0.184038 -0.597051 -6.085823 0.045 0.283 -0.018
H 1.296638 -0.726718 -7.085244 0.005 0.280 0.011
H 0.374223 -2.763243 -6.582612 -0.294 0.212 -0.520
C -5.798414 2.057793 3.580317 0.088 -0.045 -0.270
O -5.257095 1.007773 2.800072 -0.062 -0.107 -0.210
H -6.271817 1.632836 4.468360 0.085 -0.022 -0.156
H -4.997867 2.735952 3.885879 -0.167 0.176 0.147
H -6.545957 2.599436 2.995465 -0.051 0.200 0.215
H -4.844123 1.415154 2.019679 -0.159 -0.100 0.278
C -3.419392 -6.407367 3.799549 -0.096 -0.092 0.066
O -2.068695 -6.246010 3.407207 0.790 -0.273 0.174
H -4.042712 -5.726285 3.215666 0.164 -0.182 0.120
H -3.733740 -7.437004 3.611995 -0.249 0.052 0.079
H -3.521860 -6.171521 4.861681 -0.257 -0.027 0.007
H -1.540100 -6.862601 3.941923 -0.234 0.391 -0.364
C -3.654125 4.607467 1.936499 0.119 0.086 0.132
O -3.714484 3.254897 1.522658 0.284 -0.477 -0.061
H -4.527405 5.136925 1.548717 0.134 -0.151 0.029
H -3.656287 4.655881 3.028193 -0.021 0.271 0.009
H -2.745736 5.069802 1.542385 -0.089 0.227 0.077
H -2.927323 2.810812 1.881381 -0.431 0.073 -0.410
C -5.765137 4.270892 -1.512667 0.118 -0.138 0.096
O -4.414439 4.432249 -1.905009 0.512 -0.172 0.105
H -6.388457 4.951974 -2.096550 0.187 -0.078 0.049
H -6.079485 3.241255 -1.700221 -0.261 0.048 0.094
H -5.867606 4.506738 -0.450535 -0.279 -0.053 0.012
H -3.885845 3.815658 -1.370293 -0.260 0.341 -0.245
C 3.343448 0.491484 3.492110 0.087 -0.038 0.348
O 2.269781 -0.261334 2.958391 -0.421 -0.444 0.416
H 3.691296 1.199318 2.736272 -0.030 -0.156 0.141
H 3.002122 1.040686 4.373030 0.250 0.115 0.007
H 4.161627 -0.180486 3.762829 0.152 0.245 0.037
H 1.982459 -0.880254 3.651141 0.033 0.330 -0.424
C -7.008493 -4.838425 4.018732 -0.054 0.135 0.156
O -6.037153 -4.625119 3.011086 0.431 0.416 -0.261
H -7.510500 -5.790571 3.832378 0.144 0.157 -0.053
H -6.520121 -4.871422 4.995741 -0.225 -0.056 0.124
H -7.743813 -4.030372 3.994107 -0.133 -0.125 0.187
H -5.608695 -3.773531 3.202759 -0.190 -0.415 -0.129
```
Positions in Å, forces in eV/Å.

LUMO level: -5.118 eV
Kohn-Sham gap: 0.2219 hartree
total charge: +1
molar mass: 775.63 g/mol

Question: What is the formula in the second record?
Answer: C26H67Br2N2O13

Question: Which value of Kohn-Sham gap does entry 2 give?
Answer: 0.2219 hartree

Question: What is the formula in the first record?
Answer: C26H66F2N9O18S2